{
  "formula": "C3H8N2",
  "method": "wB97M-V/def2-TZVPD",
  "max_force_ev_per_a": 1.2,
  "e_lumo_ev": 1.02,
  "e_homo_ev": -9.639,
  "relative_energy_ev": 2.142,
  "e_tot_ha": -228.56994,
  "gap_ev": 10.6629,
  "smiles": "[H]/N=C/N.C=C",
  "elements": ["H", "N", "C", "N", "H", "H", "H", "C", "C", "H", "H", "H", "H"],
  "xyz": [[1.468, 3.185, -2.499], [1.376, 2.684, -1.620], [2.492, 2.239, -1.237], [2.586, 1.491, -0.056], [3.405, 2.284, -1.835], [1.898, 1.903, 0.566], [3.517, 1.462, 0.335], [-2.353, -2.158, 1.368], [-3.236, -2.931, 0.765], [-2.606, -1.440, 2.138], [-1.299, -2.204, 1.119], [-4.300, -2.862, 0.946], [-2.949, -3.654, 0.011]]
}



{
  "formula": "C3H8N2",
  "method": "wB97M-V/def2-TZVPD",
  "max_force_ev_per_a": 4.7,
  "e_lumo_ev": 1.19,
  "e_homo_ev": -8.265,
  "relative_energy_ev": 4.042,
  "e_tot_ha": -228.50013,
  "gap_ev": 9.4517,
  "smiles": "C[C@H]1NN1C",
  "elements": ["C", "C", "N", "N", "C", "H", "H", "H", "H", "H", "H", "H", "H"],
  "xyz": [[1.175, 1.681, -0.108], [0.747, 0.191, 0.232], [-0.323, 0.034, 1.211], [-0.737, -0.119, -0.095], [-1.278, -1.377, -0.608], [1.302, 2.257, 0.817], [0.225, 2.001, -0.515], [2.019, 1.858, -0.811], [1.419, -0.616, 0.194], [-0.188, -0.904, 1.674], [-1.176, -2.218, 0.212], [-2.300, -1.194, -0.666], [-0.886, -1.594, -1.536]]
}



{
  "formula": "C3H8N2",
  "method": "wB97M-V/def2-TZVPD",
  "max_force_ev_per_a": 1.5,
  "e_lumo_ev": 1.11,
  "e_homo_ev": -8.663,
  "relative_energy_ev": 1.417,
  "e_tot_ha": -228.59659,
  "gap_ev": 9.7721,
  "smiles": "[H]/N=C/NCC",
  "elements": ["H", "N", "C", "N", "C", "C", "H", "H", "H", "H", "H", "H", "H"],
  "xyz": [[-2.674, 1.799, -1.754], [-2.267, 0.967, -1.372], [-1.125, 1.050, -0.842], [-0.518, -0.074, -0.326], [0.671, 0.065, 0.472], [1.310, -1.278, 0.877], [-0.501, 1.943, -0.701], [-1.074, -0.907, -0.368], [0.443, 0.606, 1.399], [1.372, 0.683, -0.115], [2.348, -1.295, 0.540], [0.863, -2.065, 0.261], [1.153, -1.493, 1.928]]
}



{
  "formula": "C3H8N2",
  "method": "wB97M-V/def2-TZVPD",
  "max_force_ev_per_a": 3.9,
  "e_lumo_ev": 0.90,
  "e_homo_ev": -8.866,
  "relative_energy_ev": 3.929,
  "e_tot_ha": -228.50426,
  "gap_ev": 9.7672,
  "smiles": "[H]/N=N/CCC",
  "elements": ["H", "N", "N", "C", "C", "C", "H", "H", "H", "H", "H", "H", "H"],
  "xyz": [[-1.150, 3.254, -0.466], [-0.530, 2.476, -0.272], [-1.150, 1.595, 0.355], [-0.301, 0.589, 0.963], [-0.323, -0.721, -0.413], [1.014, -1.526, -0.445], [-0.671, 0.173, 1.903], [0.715, 1.123, 1.106], [-1.144, -1.451, -0.217], [-0.492, -0.158, -1.333], [1.064, -2.135, 0.479], [0.961, -2.182, -1.217], [2.008, -1.037, -0.444]]
}



{
  "formula": "C3H8N2",
  "method": "wB97M-V/def2-TZVPD",
  "max_force_ev_per_a": 3.7,
  "e_lumo_ev": 0.92,
  "e_homo_ev": -9.585,
  "relative_energy_ev": 2.018,
  "e_tot_ha": -228.57450,
  "gap_ev": 10.5091,
  "smiles": "[H]/N=C(/N)CC",
  "elements": ["H", "N", "C", "N", "C", "C", "H", "H", "H", "H", "H", "H", "H"],
  "xyz": [[-2.079, -0.649, 1.085], [-1.708, 0.272, 1.097], [-0.480, 0.357, 0.841], [0.211, 1.522, 1.188], [0.422, -0.741, 0.161], [0.475, -0.603, -1.517], [0.719, 1.906, 0.380], [-0.455, 2.260, 1.417], [1.362, -0.632, 0.609], [0.120, -1.792, 0.314], [0.730, 0.528, -1.880], [-0.610, -1.094, -1.911], [1.293, -1.333, -1.785]]
}



{
  "formula": "C3H8N2",
  "method": "wB97M-V/def2-TZVPD",
  "max_force_ev_per_a": 2.0,
  "e_lumo_ev": 0.91,
  "e_homo_ev": -7.057,
  "relative_energy_ev": 4.761,
  "e_tot_ha": -228.47371,
  "gap_ev": 7.9686,
  "elements": ["C", "C", "C", "H", "H", "H", "H", "H", "H", "N", "N", "H", "H"],
  "xyz": [[1.175, 0.621, -0.941], [-0.911, -0.208, 0.059], [-1.480, -1.384, 0.316], [-1.479, 0.680, -0.171], [2.239, 0.707, -0.741], [0.994, -0.023, -1.798], [0.770, 1.613, -1.127], [-2.549, -1.495, 0.323], [-0.898, -2.252, 0.567], [0.491, 0.059, 0.281], [0.551, 0.798, 1.455], [0.146, 1.719, 1.273], [0.951, -0.834, 0.504]]
}